{
  "formula": "C31H20F15GeS4Sb2Tl",
  "method": "wB97M-V/def2-TZVPD",
  "e_tot_ev": -190855.988,
  "e_above_lowest_kcal_mol": 3.0,
  "gap_ev": 6.6779,
  "lumo_energy_ev": -1.58,
  "max_force_ev_per_a": 0.201,
  "species": ["Tl", "S", "C", "S", "S", "C", "Sb", "C", "C", "C", "C", "C", "C", "C", "C", "C", "Sb", "C", "C", "H", "H", "H", "H", "H", "H", "H", "H", "H", "H", "H", "H", "H", "H", "H", "H", "H", "H", "H", "H", "F", "C", "C", "C", "F", "C", "F", "C", "F", "C", "F", "Ge", "S", "C", "C", "F", "C", "F", "C", "F", "C", "F", "C", "F", "C", "C", "F", "C", "F", "C", "F", "C", "F", "C", "F"],
  "xyz": [[0.525, 0.515, 0.159], [1.690, -0.344, -4.830], [0.552, -0.266, -3.539], [-1.005, -0.150, -3.238], [2.101, -0.367, -2.742], [-1.061, -3.138, -0.389], [-2.358, -1.711, 0.555], [-4.139, -2.377, -0.437], [-2.624, -2.901, 2.351], [-3.394, -2.135, 3.384], [-4.776, -1.998, 3.240], [-5.528, -1.236, 4.119], [-4.897, -0.592, 5.173], [-3.529, -0.739, 5.340], [-2.757, -1.507, 4.466], [-1.288, -1.653, 4.738], [0.025, -0.461, 3.477], [-0.889, 1.387, 4.051], [1.645, -0.401, 4.866], [-1.500, -4.132, -0.299], [-0.081, -3.136, 0.090], [-0.937, -2.890, -1.443], [-4.251, -3.455, -0.314], [-4.060, -2.145, -1.500], [-5.013, -1.868, -0.034], [-1.631, -3.188, 2.694], [-3.148, -3.804, 2.032], [-5.267, -2.507, 2.417], [-6.599, -1.150, 3.984], [-5.466, 0.010, 5.871], [-3.039, -0.255, 6.178], [-0.957, -2.692, 4.660], [-1.068, -1.313, 5.751], [-0.808, 1.497, 5.133], [-1.943, 1.370, 3.771], [-0.392, 2.225, 3.566], [1.244, -0.310, 5.875], [2.265, 0.464, 4.631], [2.253, -1.303, 4.793], [6.054, 2.514, -1.117], [4.924, 2.732, -1.809], [3.705, 2.678, -1.153], [2.589, 2.923, -1.930], [1.358, 2.905, -1.402], [2.665, 3.180, -3.288], [1.559, 3.385, -4.003], [3.901, 3.212, -3.904], [3.990, 3.453, -5.207], [5.047, 2.992, -3.158], [6.239, 3.029, -3.748], [3.733, 2.340, 0.793], [1.843, 2.244, 1.808], [4.842, 3.823, 1.448], [4.303, 5.098, 1.388], [3.101, 5.286, 0.830], [4.963, 6.212, 1.868], [4.414, 7.423, 1.791], [6.218, 6.059, 2.429], [6.872, 7.118, 2.891], [6.796, 4.805, 2.496], [8.012, 4.662, 3.021], [6.105, 3.713, 2.002], [6.728, 2.528, 2.064], [4.636, 0.615, 1.110], [4.912, 0.272, 2.424], [4.700, 1.163, 3.401], [5.416, -0.959, 2.791], [5.673, -1.244, 4.067], [5.652, -1.909, 1.813], [6.130, -3.103, 2.145], [5.381, -1.614, 0.491], [5.595, -2.530, -0.452], [4.878, -0.365, 0.164], [4.602, -0.159, -1.137]],
  "atomic_forces_ev_per_a": [[0.112, -0.143, 0.016], [0.042, 0.026, -0.181], [0.081, 0.024, 0.060], [-0.038, -0.002, 0.037], [-0.169, -0.097, 0.047], [0.018, -0.013, -0.004], [0.028, 0.114, 0.018], [-0.005, -0.042, -0.035], [-0.044, 0.009, 0.019], [0.051, -0.041, -0.021], [0.007, 0.007, -0.007], [0.022, -0.017, -0.011], [0.015, 0.001, 0.001], [0.011, 0.014, -0.016], [0.028, -0.008, 0.038], [0.009, -0.054, 0.000], [-0.146, 0.081, -0.093], [-0.006, -0.006, 0.035], [0.057, 0.002, -0.021], [0.032, 0.004, -0.021], [-0.038, 0.013, -0.009], [0.001, -0.001, 0.015], [-0.017, 0.019, -0.013], [-0.012, -0.006, 0.032], [0.024, -0.009, -0.003], [-0.017, -0.019, -0.023], [-0.022, 0.016, 0.051], [0.010, 0.013, 0.013], [0.016, 0.002, -0.001], [0.009, -0.014, -0.012], [-0.014, -0.009, -0.013], [-0.037, 0.035, 0.003], [0.002, -0.027, 0.001], [-0.016, 0.011, -0.020], [0.038, -0.007, -0.001], [-0.003, -0.012, 0.010], [0.040, 0.016, -0.001], [-0.004, -0.006, 0.009], [-0.029, 0.014, 0.014], [-0.020, -0.033, 0.032], [0.003, -0.018, 0.021], [0.040, 0.041, -0.048], [0.088, 0.033, -0.026], [-0.123, -0.002, 0.061], [0.004, 0.016, -0.013], [-0.020, -0.006, -0.005], [-0.001, 0.003, -0.038], [0.004, 0.003, -0.015], [0.004, -0.007, -0.027], [0.029, -0.006, -0.010], [0.021, -0.005, -0.059], [-0.131, 0.104, 0.105], [-0.029, 0.015, 0.111], [0.005, -0.008, -0.014], [-0.041, -0.040, -0.018], [-0.001, 0.023, -0.009], [-0.012, 0.020, -0.003], [0.025, 0.023, 0.014], [0.022, 0.033, 0.022], [0.025, 0.003, -0.009], [0.013, -0.001, 0.007], [0.030, -0.047, -0.037], [-0.021, -0.011, -0.013], [0.003, -0.070, -0.049], [0.042, 0.044, 0.027], [-0.039, 0.010, -0.018], [-0.002, -0.007, 0.046], [-0.004, 0.002, -0.002], [0.013, -0.033, 0.010], [0.014, -0.028, 0.003], [0.005, 0.014, -0.018], [-0.001, -0.016, -0.028], [-0.029, -0.030, 0.081], [0.051, 0.094, 0.006]]
}